[1]
{
  "formula": "C19H20MnN6O3SSi",
  "method": "wB97M-V/def2-TZVPD",
  "elements": ["Mn", "N", "N", "C", "N", "N", "N", "O", "O", "H", "H", "H", "H", "H", "C", "C", "C", "C", "C", "C", "Si", "C", "C", "C", "C", "C", "C", "C", "C", "C", "C", "C", "C", "H", "H", "H", "H", "H", "H", "H", "H", "H", "H", "H", "H", "H", "H", "H", "O", "S", "N"],
  "coordinates": [[-1.011, -1.356, 0.595], [-2.501, -2.163, -2.443], [-3.636, -2.809, -1.950], [-3.847, -2.979, -0.646], [-4.918, -3.651, -0.265], [-2.940, -2.417, 0.202], [-3.006, -2.648, 1.523], [-2.017, -2.082, 2.103], [-3.828, -3.265, 2.129], [-2.787, -1.468, -3.121], [-1.902, -2.846, -2.893], [-4.284, -3.233, -2.598], [-5.564, -4.038, -0.935], [-5.080, -3.814, 0.715], [5.139, -0.922, 1.554], [3.923, -1.501, 1.911], [2.740, -0.922, 1.488], [2.742, 0.244, 0.704], [3.969, 0.821, 0.381], [5.161, 0.242, 0.805], [1.154, 0.881, -0.024], [1.235, 2.044, -1.421], [2.045, 1.757, -2.524], [2.088, 2.625, -3.602], [1.324, 3.787, -3.587], [0.520, 4.085, -2.496], [0.476, 3.218, -1.413], [-0.184, 1.117, 1.269], [0.102, 1.425, 2.600], [-0.922, 1.597, 3.522], [-2.252, 1.454, 3.136], [-2.563, 1.141, 1.824], [-1.541, 0.963, 0.893], [6.066, -1.378, 1.878], [3.904, -2.394, 2.523], [1.805, -1.350, 1.841], [4.002, 1.733, -0.208], [6.106, 0.701, 0.545], [2.658, 0.858, -2.542], [2.723, 2.402, -4.451], [1.363, 4.466, -4.430], [-0.068, 4.995, -2.485], [-0.147, 3.464, -0.558], [1.133, 1.542, 2.917], [-0.682, 1.849, 4.547], [-3.044, 1.600, 3.860], [-3.598, 1.055, 1.515], [-1.799, 0.881, -0.162], [0.284, -3.074, -0.587], [1.120, -1.941, -1.007], [0.337, -0.692, -0.630]],
  "forces_ev_per_angstrom": [[-0.919, 0.304, 0.611], [0.063, 0.015, 0.094], [0.084, 0.049, -0.059], [-0.102, 0.008, 0.208], [0.038, -0.003, 0.107], [0.330, -0.011, -0.199], [0.062, 0.008, 0.110], [-0.193, -0.203, 0.101], [-0.081, 0.026, -0.159], [0.002, 0.056, 0.004], [0.009, -0.016, -0.065], [-0.045, -0.040, -0.030], [0.028, -0.010, -0.016], [-0.068, -0.029, 0.073], [-0.078, -0.045, 0.043], [0.054, 0.004, -0.008], [0.087, 0.178, 0.133], [-0.123, 0.003, -0.215], [0.027, 0.105, -0.079], [0.027, 0.046, -0.004], [0.099, -0.316, 0.204], [-0.088, 0.187, 0.118], [0.064, -0.005, -0.065], [0.005, 0.010, -0.025], [0.014, -0.032, 0.026], [-0.011, 0.023, 0.009], [-0.026, 0.054, -0.046], [-0.069, -0.132, -0.098], [0.064, -0.057, 0.080], [-0.042, 0.007, -0.004], [0.072, -0.009, 0.113], [-0.098, -0.063, -0.038], [0.063, 0.199, 0.068], [-0.010, 0.015, -0.011], [0.006, 0.026, 0.000], [-0.088, -0.097, -0.047], [0.005, -0.075, -0.006], [-0.037, -0.009, 0.003], [-0.028, 0.054, -0.004], [-0.022, 0.016, 0.013], [-0.003, -0.016, 0.022], [0.033, -0.031, -0.001], [0.032, -0.013, -0.059], [-0.054, -0.025, -0.006], [-0.021, -0.003, -0.017], [0.024, -0.014, -0.011], [0.013, 0.023, 0.001], [-0.046, -0.069, -0.101], [0.336, -0.025, -0.115], [-0.667, -0.203, 0.149], [1.275, 0.133, -0.801]],
  "mulliken_spin": [2.978, 0.001, 0.001, 0.015, 0.002, 0.024, -0.023, -0.029, 0.020, 0.000, 0.000, 0.000, 0.000, 0.000, 0.000, 0.005, 0.007, -0.004, -0.001, 0.000, -0.009, 0.001, -0.001, 0.000, 0.000, 0.000, 0.000, -0.043, 0.019, 0.004, 0.001, 0.010, 0.007, 0.000, 0.000, 0.004, 0.000, 0.000, 0.000, 0.000, 0.000, 0.000, -0.001, 0.003, 0.000, 0.000, -0.001, 0.026, 0.029, 0.010, -0.057],
  "spin_multiplicity": 4,
  "max_force_ev_per_a": 1.5,
  "total_energy_ev": -85125.9570,
  "lumo_ev": [-7.74, -7.86],
  "homo_lumo_gap_ev": [6.77, 6.65],
  "total_charge": 2
}

---

[2]
{
  "formula": "C19H31HfN2O",
  "method": "wB97M-V/def2-TZVPD",
  "elements": ["C", "C", "C", "C", "H", "H", "H", "H", "H", "H", "H", "H", "H", "C", "C", "C", "H", "C", "C", "H", "H", "H", "H", "C", "C", "C", "H", "C", "C", "H", "H", "H", "H", "Hf", "C", "N", "C", "C", "O", "N", "C", "C", "H", "H", "H", "H", "H", "H", "H", "H", "H", "H", "H", "H"],
  "coordinates": [[0.126, -3.050, 0.363], [-1.323, -3.571, 0.194], [1.094, -3.996, -0.385], [0.482, -3.284, 1.850], [1.297, -4.853, 0.272], [2.076, -3.568, -0.598], [0.705, -4.364, -1.328], [-1.408, -4.502, 0.777], [-1.598, -3.812, -0.834], [-2.092, -2.885, 0.578], [0.197, -4.319, 2.092], [-0.034, -2.620, 2.548], [1.551, -3.203, 2.043], [-0.101, 0.104, -2.266], [0.792, -1.002, -2.553], [-0.005, -2.183, -2.661], [1.842, -0.867, -2.811], [-1.359, -1.840, -2.446], [-1.438, -0.444, -2.203], [-2.350, 0.150, -2.143], [0.144, 1.161, -2.277], [0.364, -3.140, -3.042], [-2.231, -2.520, -2.487], [2.150, 0.641, 1.733], [2.241, 1.322, 0.496], [2.326, 0.353, -0.546], [2.414, 2.388, 0.373], [2.442, -0.955, 0.068], [2.254, -0.753, 1.492], [2.392, -1.493, 2.283], [2.110, 1.130, 2.705], [2.585, 0.642, -1.569], [2.888, -1.834, -0.413], [0.236, -0.978, -0.301], [-0.990, 1.696, 2.819], [-1.068, 2.502, 1.605], [-1.280, 3.941, 1.776], [-0.862, 1.910, 0.445], [-0.705, 0.608, 0.501], [-0.782, 2.615, -0.742], [0.038, 3.840, -0.803], [-1.997, 2.755, -1.586], [-1.480, 2.287, 3.594], [0.059, 1.511, 3.118], [-1.506, 0.729, 2.709], [-0.333, 4.490, 1.826], [-1.913, 4.334, 0.980], [-1.787, 4.068, 2.726], [0.449, 3.909, -1.816], [-0.580, 4.733, -0.628], [0.872, 3.807, -0.090], [-1.701, 2.743, -2.641], [-2.710, 1.947, -1.404], [-2.492, 3.719, -1.388]],
  "forces_ev_per_angstrom": [[-0.252, -1.423, 0.383], [0.048, -0.368, 0.238], [0.048, -0.167, 0.173], [-0.161, -0.013, 0.090], [-0.088, -0.116, -0.264], [-0.075, 0.017, 0.021], [-0.135, -0.099, -0.023], [-0.227, 0.148, -0.120], [0.177, 0.059, 0.089], [0.078, -0.027, 0.043], [0.028, 0.215, 0.145], [-0.070, 0.030, 0.067], [-0.102, -0.049, -0.078], [-0.745, -0.782, -2.045], [-0.911, 0.485, -1.253], [0.433, 0.496, -0.456], [-0.395, -0.379, 0.112], [-0.212, 0.259, 0.287], [1.161, 0.174, -0.504], [0.358, -0.464, 0.306], [0.064, -0.439, 0.202], [-0.180, 0.380, 0.613], [0.807, 0.517, 0.090], [0.241, -0.317, -0.647], [0.073, -1.076, -0.162], [1.634, 0.829, 0.732], [-0.471, -0.223, -0.051], [1.108, 0.775, 0.497], [0.562, 0.464, -0.268], [-0.263, 0.331, -0.541], [-0.024, -0.308, -0.237], [-0.200, -0.376, 0.488], [-0.385, 0.464, 0.259], [-0.306, -0.233, 0.341], [0.066, -0.223, 0.797], [0.416, -0.140, -0.251], [-0.073, -0.008, -0.016], [0.108, -1.400, 0.544], [-1.693, 2.666, 0.297], [-0.324, 0.565, -0.005], [-0.141, -0.086, 0.047], [0.257, -0.178, 0.145], [0.103, -0.305, 0.059], [-0.593, 0.095, -0.229], [0.231, 0.567, -0.052], [-0.190, -0.136, -0.084], [0.135, -0.045, 0.135], [-0.125, 0.124, -0.039], [0.004, -0.029, 0.157], [0.332, -0.121, -0.066], [-0.353, -0.027, -0.245], [-0.065, -0.069, 0.185], [0.199, 0.207, 0.054], [0.088, -0.239, 0.043]],
  "mulliken_charge": [1.789, -1.713, -1.695, -2.054, 0.532, 0.098, 0.393, 0.489, 0.325, 0.284, 0.623, 0.247, 0.443, 0.031, -0.924, -0.502, 0.634, -1.348, -0.250, 0.323, 0.648, 0.684, 0.543, -1.302, -0.679, -0.804, 0.694, -0.215, -1.180, 0.582, 0.848, 0.591, 0.950, 1.921, -0.677, 0.211, -0.888, -0.237, -0.938, 0.878, -1.201, -1.072, 0.369, 0.143, 0.279, 0.333, 0.284, 0.350, 0.310, 0.466, 0.276, 0.320, 0.390, 0.396],
  "max_force_ev_per_a": 3.2,
  "total_energy_ev": -26533.3141,
  "lumo_ev": -2.88,
  "homo_lumo_gap_ev": 8.38,
  "total_charge": 1
}